Below is a cluster of 16 separate species, C18H68N14O16 in total in a non-equilibrium geometry, with properties calculated with the ωB97M-V functional and the def2-TZVPD basis.

Properties
ΔE to the lowest compared entry with this formula, charge and spin	77.71	kcal/mol
electronic energy	-73383.78513	eV
charge	0
maximum force	0.1992	hartree/bohr
LUMO	0.0	eV

```
116
C18H68N14O16 (the ωB97M-V functional and the def2-TZVPD basis)
C -4.162 -3.697 2.351
C -3.334 -3.902 1.115
O -4.095 -3.531 -0.047
H -4.472 -2.639 2.586
H -3.419 -3.979 3.141
H -4.969 -4.336 2.508
H -2.928 -4.898 0.999
H -2.483 -3.272 1.146
H -3.923 -2.558 -0.188
C 1.270 2.399 -4.147
C 2.650 2.157 -3.678
O 2.764 2.234 -2.242
H 1.266 2.304 -5.225
H 0.828 3.367 -3.719
H 0.605 1.716 -3.801
H 3.283 2.870 -4.235
H 2.973 1.194 -4.019
H 3.647 2.168 -1.958
C -4.852 2.679 -0.450
O -3.497 2.446 -0.411
N -5.454 3.607 -1.202
N -5.705 1.900 0.263
H -4.833 4.330 -1.621
H -6.454 3.803 -1.242
H -5.375 0.922 0.674
H -6.702 2.128 0.483
C 1.275 -1.529 -4.093
O 2.515 -1.450 -4.775
N 1.000 -0.777 -3.045
N 0.321 -2.313 -4.341
H 1.450 0.029 -2.692
H 0.104 -1.026 -2.578
H 0.857 -3.131 -4.840
H -0.512 -2.580 -3.751
C 3.395 3.005 2.304
O 3.719 3.314 1.030
N 2.800 1.877 2.562
N 3.931 3.570 3.370
H 2.448 1.305 1.797
H 2.413 1.571 3.435
H 4.400 4.515 3.248
H 3.438 3.440 4.322
C -3.719 -0.670 0.733
O -2.507 -0.811 1.429
N -4.869 -0.391 1.285
N -3.735 -0.939 -0.533
H -4.800 -0.358 2.316
H -5.749 -0.950 0.994
H -2.853 -1.144 -1.035
H -4.440 -0.484 -1.072
C 0.291 0.610 0.467
O -0.753 1.436 0.118
N 1.555 0.795 0.155
N 0.033 -0.562 0.937
H 1.669 1.679 -0.400
H 2.263 0.094 -0.029
H 0.571 -1.408 1.241
H -0.973 -0.707 1.101
C 0.651 -3.411 2.209
O 0.224 -3.463 3.535
N 0.129 -4.230 1.349
N 1.486 -2.523 1.795
H -0.619 -4.925 1.650
H 0.113 -4.111 0.311
H 1.780 -1.869 2.538
H 2.063 -2.594 0.975
C -1.452 -2.567 -1.873
O -1.032 -3.648 -1.067
N -2.043 -2.643 -3.060
N -1.326 -1.323 -1.433
H -2.228 -3.594 -3.412
H -2.512 -1.793 -3.532
H -0.795 -1.069 -0.535
H -1.555 -0.410 -1.930
C -1.841 2.184 -3.353
O -2.247 1.114 -2.521
H -1.333 1.832 -4.301
H -1.247 2.953 -2.900
H -2.833 2.560 -3.666
H -2.706 1.560 -1.816
C -0.120 3.556 3.188
O -1.032 3.055 4.118
H -0.605 4.370 2.617
H 0.173 2.905 2.337
H 0.854 3.784 3.648
H -0.908 3.575 4.890
C 2.479 -3.780 -1.694
O 1.746 -2.774 -1.057
H 3.439 -3.658 -2.044
H 1.792 -4.138 -2.501
H 2.527 -4.706 -1.066
H 1.465 -2.077 -1.662
C 0.745 0.302 4.209
O 1.446 1.309 4.916
H 0.209 -0.141 4.962
H 1.434 -0.505 3.856
H 0.123 0.768 3.518
H 0.747 1.803 5.299
C 3.942 -1.231 3.414
O 3.673 -0.875 2.116
H 5.018 -1.061 3.688
H 3.821 -2.312 3.600
H 3.403 -0.606 4.190
H 3.967 0.027 1.975
C 4.597 -0.784 -2.209
O 3.929 -0.605 -1.034
H 5.602 -0.924 -1.989
H 4.529 0.228 -2.743
H 4.381 -1.592 -2.883
H 4.084 -1.385 -0.489
C 0.906 4.202 -0.170
O -0.401 4.083 -0.339
H 1.306 3.282 0.248
H 1.192 4.906 0.530
H 1.358 4.382 -1.159
H -0.633 3.186 -0.036
```